Record 1
C38H54CoGeN3PS | wB97M-V/def2-TZVPD

The geometry in XYZ format:
```
99
Properties=species:S:1:pos:R:3:forces:R:3
Co -0.2516 -0.0484 0.1883 0.256 1.104 0.611
N -0.6570 2.0344 -0.7750 -0.126 -0.352 -0.360
N 0.4126 2.5039 -1.5243 0.010 -0.104 0.114
C 1.5363 1.7675 -1.6607 0.111 -0.142 -0.026
N 2.5350 2.4240 -2.2869 0.193 -0.031 -0.059
S 1.7274 0.1808 -1.1716 -0.249 0.038 0.204
H -1.5170 2.1667 -1.2793 -0.274 0.015 -0.136
H -0.6984 2.4606 0.1349 0.004 0.062 0.414
H 0.4765 3.4920 -1.6911 -0.053 0.249 -0.066
H 2.5276 3.4253 -2.3797 0.007 0.000 -0.031
H 3.4257 1.9635 -2.2941 0.121 -0.002 -0.048
C -5.2712 -3.3756 0.2335 0.067 0.092 -0.018
C -5.1938 -2.2104 -0.7723 0.070 -0.040 0.060
C -3.7992 -1.5550 -0.7770 -0.065 -0.125 0.068
C -2.7188 -2.6132 -0.5019 -0.065 0.232 0.310
C -2.8673 -3.0924 0.9647 -0.151 0.074 -0.136
C -4.3440 -3.0974 1.4132 0.077 -0.025 -0.098
P -1.0391 -1.9224 -0.8072 0.179 -0.448 -0.053
C 0.1609 -3.2878 -0.3868 -0.140 -0.126 0.095
C -0.1776 -4.7050 -0.9016 0.107 -0.024 0.072
C 0.6092 -5.7939 -0.1419 0.015 0.123 0.003
C 1.9873 -5.2790 0.2698 -0.110 0.114 0.030
C 1.8507 -4.1230 1.2856 -0.056 -0.037 -0.153
C 0.5297 -3.3508 1.1077 -0.005 -0.269 -0.219
C -0.9033 -1.8899 -2.6683 -0.232 -0.069 -0.007
C -1.5353 -3.0703 -3.4590 -0.033 0.117 -0.040
C -2.8135 -2.6573 -4.1912 0.091 0.104 0.024
C -2.5384 -1.5544 -5.2286 0.060 -0.005 0.091
C -1.4155 -0.6038 -4.7669 -0.061 -0.091 0.059
C -1.3646 -0.5337 -3.2410 -0.056 -0.094 -0.094
H -4.9664 -4.3104 -0.2488 -0.022 0.019 0.004
H -6.3008 -3.5195 0.5698 0.038 0.004 -0.026
H -5.9462 -1.4560 -0.5267 0.007 -0.016 -0.005
H -5.4299 -2.5754 -1.7760 -0.008 0.016 0.001
H -3.7249 -0.7876 0.0019 -0.007 -0.029 -0.041
H -3.6379 -1.0466 -1.7289 -0.057 -0.044 0.111
H -2.8829 -3.4504 -1.1822 -0.032 -0.080 -0.007
H -2.2891 -2.4368 1.6255 -0.008 -0.052 -0.011
H -2.4537 -4.0991 1.0649 0.020 0.021 -0.021
H -4.6023 -2.1249 1.8381 0.004 0.011 0.040
H -4.4874 -3.8297 2.2092 0.021 0.021 0.021
H 1.0621 -2.9416 -0.9076 0.053 0.036 -0.022
H 0.0563 -4.7715 -1.9678 0.003 0.000 0.063
H -1.2490 -4.9043 -0.8003 0.043 0.001 -0.014
H 0.7010 -6.6850 -0.7663 -0.033 -0.006 0.010
H 0.0590 -6.0952 0.7558 0.017 0.011 -0.030
H 2.5161 -4.9339 -0.6264 -0.022 -0.017 0.053
H 2.5869 -6.0873 0.6920 0.027 0.016 -0.009
H 2.6921 -3.4315 1.1768 -0.035 -0.038 0.035
H 1.9008 -4.5180 2.3039 -0.005 0.002 -0.050
H 0.6158 -2.3500 1.5163 -0.009 0.219 0.023
H -0.2698 -3.8534 1.6607 0.010 0.025 -0.038
H 0.1793 -1.9255 -2.8130 0.103 0.010 -0.031
H -1.7499 -3.9140 -2.8050 0.028 0.028 -0.060
H -0.8139 -3.4380 -4.1981 -0.021 0.029 0.037
H -3.5483 -2.3070 -3.4584 0.046 -0.034 -0.060
H -3.2572 -3.5264 -4.6796 -0.030 -0.007 0.008
H -3.4556 -0.9864 -5.4019 0.002 0.001 -0.013
H -2.2668 -2.0061 -6.1859 -0.002 0.009 0.009
H -1.5596 0.3891 -5.1980 0.007 -0.009 -0.009
H -0.4454 -0.9634 -5.1263 -0.025 0.015 -0.002
H -2.3584 -0.2628 -2.8643 0.155 0.018 -0.057
H -0.6774 0.2437 -2.9077 0.053 0.021 0.029
C 0.0915 0.5165 1.9238 -0.123 -0.548 -0.687
Ge 0.0522 0.1286 3.8003 0.035 0.078 0.066
C -0.2026 1.8551 4.7298 0.041 0.133 -0.051
C 0.4772 2.2758 5.8746 -0.142 -0.027 0.040
C 0.2662 3.5430 6.4128 -0.046 -0.034 -0.049
C -0.6404 4.4121 5.8195 -0.009 -0.067 -0.081
C -1.3409 4.0063 4.6870 0.055 -0.091 0.058
C -1.1168 2.7435 4.1474 0.092 0.062 0.145
C 1.7252 -0.7421 4.3456 0.091 -0.097 0.024
C 2.8292 -0.0348 4.8285 0.019 -0.110 -0.064
C 4.0283 -0.6825 5.1118 -0.073 -0.002 -0.028
C 4.1469 -2.0508 4.9054 -0.079 0.016 -0.012
C 3.0647 -2.7682 4.4073 -0.037 0.097 0.011
C 1.8665 -2.1186 4.1300 0.126 0.090 0.101
C -1.4219 -1.0025 4.4326 -0.129 -0.109 -0.024
C -1.2443 -1.9579 5.4373 -0.148 0.073 -0.038
C -2.3278 -2.6574 5.9611 0.008 0.067 -0.059
C -3.6134 -2.3924 5.5062 0.059 0.016 -0.021
C -3.8096 -1.4352 4.5180 0.101 0.014 -0.046
C -2.7213 -0.7612 3.9729 0.059 -0.020 0.095
H 0.8218 1.3535 1.8560 -0.039 -0.018 0.050
H 1.1674 1.6018 6.3739 -0.047 0.070 -0.049
H 0.8066 3.8504 7.3014 -0.018 -0.022 -0.035
H -0.8035 5.3993 6.2380 -0.001 -0.060 -0.018
H -2.0646 4.6734 4.2297 0.049 -0.031 0.013
H -1.6609 2.4353 3.2574 0.049 0.043 0.044
H 2.7626 1.0390 4.9728 0.022 -0.078 -0.013
H 4.8714 -0.1162 5.4915 -0.026 -0.020 -0.018
H 5.0797 -2.5559 5.1273 -0.028 0.011 -0.011
H 3.1564 -3.8342 4.2303 0.003 0.045 0.020
H 1.0302 -2.6897 3.7330 0.097 0.056 0.093
H -0.2516 -2.1486 5.8313 -0.032 -0.013 -0.029
H -2.1689 -3.3974 6.7368 -0.002 0.009 -0.014
H -4.4601 -2.9257 5.9230 0.030 0.027 -0.007
H -4.8138 -1.2125 4.1763 0.019 -0.018 -0.024
H -2.8809 -0.0223 3.1891 0.008 -0.085 0.064
```
Forces are in eV/Å.

Computed properties:
Charge = 0
Molar mass = 747.45 g/mol
HOMO energy (spin up / spin down) = -6.41 / -6.39 eV
Multiplicity = 2
DFT total energy = -159016.712 eV

Record 2
C38H54CsN3P2S4 | wB97M-V/def2-TZVPD

The geometry in XYZ format:
```
102
Properties=species:S:1:pos:R:3:forces:R:3
Cs 0.2393 -0.5943 -0.7710 -0.684 -0.035 0.138
C -1.5742 3.7802 -1.1646 0.017 0.098 0.031
C -1.2151 4.0593 0.2908 -0.083 0.058 -0.034
S 0.2452 3.1175 0.7858 0.093 -0.025 -0.067
C 0.1119 3.2444 2.5812 0.009 0.024 0.127
C -1.0367 2.4554 3.2014 0.025 0.130 -0.016
S -0.8162 0.6793 2.9586 0.031 -0.085 0.010
C -2.4989 0.1127 3.2942 -0.121 -0.032 0.038
C -3.5270 0.4596 2.2194 0.032 0.036 0.113
S -3.1320 -0.3800 0.6714 -0.009 -0.112 -0.094
C -4.1170 0.5673 -0.5099 -0.077 0.039 -0.042
C -3.6676 2.0080 -0.7350 -0.096 -0.059 0.038
S -2.0400 2.0730 -1.5173 -0.048 0.038 -0.151
H -0.7240 3.9934 -1.8148 0.027 -0.047 0.007
H -2.3782 4.4490 -1.4789 -0.017 -0.032 0.014
H -2.0550 3.7970 0.9354 0.007 -0.017 0.008
H -1.0278 5.1285 0.4153 0.020 -0.013 0.005
H 0.0297 4.2951 2.8683 -0.024 -0.009 -0.025
H 1.0680 2.8918 2.9739 0.004 -0.039 -0.046
H -1.9820 2.7700 2.7583 -0.010 -0.033 -0.007
H -1.0876 2.6784 4.2695 0.012 -0.028 0.004
H -2.8304 0.5083 4.2566 0.020 0.026 -0.015
H -2.4314 -0.9703 3.4150 0.047 0.001 -0.040
H -3.5509 1.5386 2.0641 0.011 0.001 -0.041
H -4.5181 0.1551 2.5629 0.004 -0.009 -0.014
H -5.1639 0.5595 -0.1997 0.019 0.004 0.028
H -4.0638 -0.0004 -1.4410 0.049 -0.011 0.004
H -3.6408 2.5433 0.2147 0.037 0.016 -0.008
H -4.3972 2.5100 -1.3744 0.017 -0.005 -0.005
N -1.5932 -2.8662 -2.0888 -0.064 -0.246 -0.130
C -1.7246 -3.6065 -3.2834 0.034 0.040 0.009
C -3.0052 -3.8574 -3.7735 -0.042 0.011 0.005
C -3.2103 -4.5256 -4.9670 -0.024 0.007 0.008
C -2.1155 -4.9349 -5.7126 0.012 0.019 0.036
C -0.8411 -4.6989 -5.2220 0.004 -0.035 -0.051
C -0.5964 -4.0718 -3.9986 0.066 0.004 0.012
C 0.8147 -3.9179 -3.5071 -0.289 0.107 -0.015
C 1.7910 -4.8210 -3.9430 0.115 -0.006 0.025
C 3.1198 -4.6653 -3.5708 -0.002 -0.014 -0.012
C 3.4852 -3.6039 -2.7517 -0.042 -0.064 -0.060
C 2.4849 -2.7518 -2.2980 -0.076 0.117 -0.009
C 1.1312 -2.8630 -2.6251 0.133 -0.011 0.022
H -2.2016 -3.2164 -1.3593 0.032 -0.015 0.023
H -0.5787 -2.8576 -1.8709 -0.060 0.006 0.038
H -3.8508 -3.4937 -3.1986 -0.009 -0.011 -0.007
H -4.2183 -4.7034 -5.3208 -0.003 0.002 -0.006
H -2.2500 -5.4270 -6.6669 0.006 -0.008 -0.011
H 0.0082 -5.0073 -5.8176 0.000 -0.010 -0.014
H 1.5297 -5.6691 -4.5650 -0.027 -0.014 -0.006
H 3.8635 -5.3722 -3.9198 0.004 0.001 0.007
H 4.5243 -3.4661 -2.4663 0.008 0.019 0.002
H 2.7883 -1.9244 -1.6437 0.101 -0.099 0.011
C 3.8505 0.0389 2.7333 0.044 -0.008 0.037
P 2.9527 -0.8651 1.4041 0.280 0.125 0.011
C 4.3498 -0.9199 0.1637 -0.193 0.195 -0.090
N 5.3182 -1.7719 0.3296 0.107 -0.090 -0.020
C 6.2921 -1.8397 -0.6215 0.031 -0.113 0.143
C 7.3277 -2.7966 -0.4945 -0.119 0.069 0.036
C 8.2838 -2.8887 -1.4621 0.035 0.060 -0.113
C 8.2520 -2.0317 -2.5912 0.041 -0.099 0.085
C 7.2700 -1.0953 -2.7242 -0.107 0.044 0.075
C 6.2685 -0.9848 -1.7296 0.029 0.113 -0.183
N 5.2898 -0.0465 -1.8645 0.075 -0.008 -0.065
C 4.3440 -0.0050 -0.9713 -0.155 -0.097 0.249
P 2.9490 1.2162 -1.1652 0.632 0.169 0.097
C 3.7434 2.6494 -0.3234 0.028 0.051 -0.035
C 2.9570 1.7169 -2.9595 -0.091 0.004 -0.018
C 4.1777 2.4935 -3.4407 0.051 0.023 -0.058
C 1.7150 2.6150 -3.0960 0.002 0.042 -0.031
C 2.7283 0.4581 -3.8012 -0.044 0.010 -0.018
C 2.7562 -2.5770 2.1345 -0.032 0.014 0.030
C 1.9628 -3.4235 1.1319 0.009 0.048 0.004
C 1.8744 -2.3477 3.3735 -0.031 -0.075 0.018
C 4.0113 -3.3304 2.5673 -0.007 -0.066 0.034
H 4.7442 -0.4929 3.0632 -0.005 -0.001 -0.008
H 3.1883 0.2036 3.5833 -0.002 -0.008 -0.010
H 4.1542 1.0140 2.3527 0.011 0.006 -0.006
H 7.3207 -3.4410 0.3745 0.010 -0.015 0.000
H 9.0736 -3.6232 -1.3762 0.002 -0.006 -0.002
H 9.0150 -2.1296 -3.3523 0.004 0.004 0.001
H 7.2184 -0.4298 -3.5757 0.006 0.002 -0.008
H 4.7627 2.8216 -0.6694 0.001 -0.010 -0.007
H 3.7587 2.4764 0.7527 -0.016 -0.029 0.007
H 3.1433 3.5444 -0.4926 -0.002 -0.009 -0.009
H 4.2972 3.4313 -2.8952 0.000 0.018 0.012
H 4.0441 2.7477 -4.4968 0.003 -0.005 -0.002
H 5.0906 1.9119 -3.3390 -0.012 -0.017 0.007
H 1.7813 3.5085 -2.4684 0.019 0.000 0.007
H 0.7967 2.0810 -2.8365 0.000 -0.031 0.019
H 1.6182 2.9442 -4.1343 0.013 0.006 0.004
H 3.5555 -0.2455 -3.7321 0.033 0.013 -0.003
H 2.6081 0.7422 -4.8504 -0.003 0.009 -0.005
H 1.8198 -0.0752 -3.5032 0.054 -0.036 -0.019
H 0.9611 -3.0117 0.9692 0.057 -0.023 -0.007
H 1.8330 -4.4333 1.5300 0.001 -0.002 0.016
H 2.4535 -3.5069 0.1619 0.021 -0.004 0.009
H 1.0112 -1.7119 3.1584 0.007 0.011 -0.023
H 2.4307 -1.8976 4.1967 0.016 0.006 -0.003
H 1.4989 -3.3155 3.7171 0.007 0.010 0.016
H 4.5968 -3.6703 1.7189 -0.021 0.005 -0.023
H 3.6958 -4.2039 3.1471 0.031 -0.005 0.008
H 4.6622 -2.7285 3.2028 -0.006 0.023 0.002
```
Forces are in eV/Å.

Computed properties:
Charge = 0
Molar mass = 875.99 g/mol
HOMO energy = -6.05 eV
DFT total energy = -107219.046 eV

Q: The highest molar mass belongs to which entry?
A: C38H54CsN3P2S4

Q: DFT total energy of number 2 (C38H54CsN3P2S4)?
A: -107219.046 eV

Q: Which value of DFT total energy does entry 1 give?
A: -159016.712 eV